Model a:
Computed, not measured: a 3-piece molecular cluster, C4H12N4 overall, with ωB97M-V/def2-TZVPD.

Its SMILES is C=C(C)N.N=C=N.N. For the HOMO-LUMO gap, the calculation gives 0.3397 Eh. As for the total charge: 0.

Last column: Mulliken charge in e.
Atoms and positions in Å:
C1 0.72 -0.99 -1.33  -1.6006
C2 1.35 0.02 -0.69  0.9803
C3 1.20 1.46 -1.10  -1.1814
N1 2.24 -0.19 0.34  -0.5171
H1 0.94 -2.01 -1.09  0.3851
H2 0.27 -0.82 -2.30  0.3844
H3 2.17 1.84 -1.42  0.3590
H4 0.48 1.56 -1.91  0.3061
H5 0.86 2.06 -0.26  0.2813
H6 2.21 0.53 1.04  0.3374
H7 2.25 -1.12 0.72  0.2188
N2 -1.70 -0.94 0.30  -0.5623
C4 -2.81 -1.20 -0.07  0.3506
N3 -4.00 -1.23 -0.35  -0.5253
H8 -0.82 -0.92 -0.34  0.3934
H9 -4.62 -2.01 -0.22  0.2577
N4 0.06 1.02 2.03  -0.5878
H10 0.20 0.58 2.94  0.2445
H11 -0.39 1.91 2.19  0.2288
H12 -0.60 0.43 1.53  0.2470



Model b:
Computed, not measured: a 2-piece molecular cluster, C4H12N4 overall, with ωB97M-V/def2-TZVPD.

Its SMILES is [H]/N=N/C(N)=C\C.CN. For the HOMO-LUMO gap (alpha / beta), the calculation gives 0.2877 / 0.2877 Eh. As for the total charge: 0.

Last column: Mulliken charge in e.
Atoms and positions in Å:
H1 -0.53 0.48 2.96  0.2002
N1 -0.24 0.19 2.02  -0.5075
N2 0.23 1.22 1.44  -0.1535
C1 0.77 1.11 0.19  0.3563
N3 0.75 2.29 -0.56  -0.5043
C2 1.21 -0.07 -0.36  -0.0656
C3 1.67 -1.26 0.43  -1.2168
H2 1.63 2.50 -1.02  0.2242
H3 0.40 3.08 -0.03  0.2480
H4 1.66 0.02 -1.34  0.4129
H5 1.14 -2.15 0.08  0.2931
H6 2.74 -1.42 0.28  0.3715
H7 1.43 -1.14 1.49  0.3128
C4 -2.05 -0.33 -1.19  -0.7956
N4 -1.24 -1.24 -0.40  -0.3970
H8 -2.28 -0.79 -2.16  0.3295
H9 -3.00 -0.04 -0.71  0.2707
H10 -1.48 0.58 -1.37  0.2177
H11 -1.70 -2.14 -0.30  0.2537
H12 -1.13 -0.89 0.55  0.1496



Model c:
Computed, not measured: a single C4H12N4 molecule, with ωB97M-V/def2-TZVPD.

Its SMILES is CC(C)N(C)/N=N/N. For the HOMO-LUMO gap, the calculation gives 0.3382 Eh. As for the total charge: 0.

Last column: Mulliken charge in e.
Atoms and positions in Å:
C1 1.51 0.90 0.64  -1.2885
C2 0.48 1.09 -0.44  0.5674
C3 0.96 0.79 -1.84  -1.4002
N1 -1.03 0.26 -0.22  -0.0325
C4 -2.04 0.57 0.77  -0.8129
N2 -0.46 -0.93 -0.17  0.1073
N3 -0.83 -1.75 0.72  -0.4332
N4 -0.04 -2.89 0.75  -0.5350
H1 1.95 -0.10 0.59  0.3008
H2 2.30 1.64 0.51  0.3792
H3 1.08 1.02 1.63  0.3647
H4 0.05 2.08 -0.38  0.3227
H5 1.65 1.58 -2.16  0.4194
H6 1.46 -0.17 -1.88  0.2499
H7 0.12 0.78 -2.53  0.3876
H8 -2.80 -0.22 0.75  0.2499
H9 -2.46 1.55 0.52  0.3278
H10 -1.64 0.59 1.79  0.3236
H11 0.36 -3.12 -0.15  0.2447
H12 -0.62 -3.66 1.08  0.2573



Relative energies, unit eV: model a 0.000; model b 1.724; model c 2.273



Model a:
Computed, not measured: a 2-piece molecular cluster, C4H12N4 overall, with ωB97M-V/def2-TZVPD.

Its SMILES is [H]/N=C(\N)NN.C=CC. For the HOMO-LUMO gap, the calculation gives 0.3532 Eh. As for the total charge: 0.

Last column: Mulliken charge in e.
Atoms and positions in Å:
H1 -2.46 0.63 -0.47  0.1776
N1 -2.00 0.76 0.44  -0.8002
C1 -1.45 -0.35 0.80  0.6835
N2 -1.57 -1.49 0.10  -0.4408
N3 -0.72 -0.50 1.95  -0.2403
N4 -0.39 0.71 2.63  -0.6772
H2 -2.35 -1.50 -0.55  0.2249
H3 -1.57 -2.32 0.68  0.2266
H4 0.02 -1.20 1.91  0.2796
H5 0.40 1.15 2.16  0.2596
H6 -1.16 1.36 2.43  0.3437
C2 1.21 1.66 -1.40  -0.7313
C3 1.56 0.50 -0.83  0.1336
C4 1.64 -0.79 -1.57  -1.1216
H7 1.13 2.57 -0.81  0.2469
H8 0.98 1.73 -2.46  0.2525
H9 1.76 0.48 0.23  0.2697
H10 2.51 -0.81 -2.23  0.3644
H11 1.73 -1.62 -0.86  0.2698
H12 0.73 -0.97 -2.16  0.2788



Model b:
Computed, not measured: a single C4H12N4 molecule, with ωB97M-V/def2-TZVPD.

For the HOMO-LUMO gap, the calculation gives 0.3172 Eh. As for the total charge: 0.

Last column: Mulliken charge in e.
Atoms and positions in Å:
C1 -0.71 1.92 -1.00  -1.3353
C2 -0.46 -0.25 0.40  1.3478
N1 -0.80 0.57 1.54  -0.7322
N2 -1.24 -1.47 0.31  -0.7027
C3 -0.32 0.49 -0.87  -0.5805
H1 -0.12 1.32 1.63  0.2718
H2 -0.74 0.03 2.40  0.2612
H3 -1.17 -1.99 1.18  0.2511
H4 -2.22 -1.26 0.17  0.2583
H5 -0.35 -0.11 -1.77  0.3956
H6 -1.72 2.08 -0.62  0.3323
H7 -0.03 2.51 -0.38  0.3211
H8 -0.64 2.27 -2.04  0.3838
N3 1.46 -1.78 -0.42  -0.6732
C4 1.19 -0.62 0.39  -0.3524
N4 1.57 0.61 -0.22  -0.5599
H9 0.79 -2.53 -0.28  0.2812
H10 1.45 -1.55 -1.41  0.2884
H11 2.56 0.58 -0.47  0.1955
H12 1.50 -0.81 1.43  0.3479



Relative energies, unit eV: model a 0.000; model b 1.183



Model a:
Computed, not measured: C4H12N4 as an isolated structure, with ωB97M-V/def2-TZVPD.

For the HOMO-LUMO gap, the calculation gives 0.3152 Eh. As for the total charge: 0.

Last column: Mulliken charge in e.
Atoms and positions in Å:
C1 -2.22 0.49 -0.79  -0.5070
C2 -0.50 0.98 -2.50  -0.8748
C3 0.32 0.36 0.52  0.0058
C4 1.52 -0.45 2.51  -0.7314
H1 -2.06 -1.10 -0.43  0.1393
H2 -3.19 0.69 -1.94  0.2207
H3 -2.62 1.41 0.25  0.2071
H4 -1.01 1.70 -3.16  0.3895
H5 0.50 1.24 -2.57  0.3901
H6 -0.55 -0.14 -3.05  0.2353
H7 -0.04 1.29 1.09  0.2692
H8 1.75 0.58 3.01  0.2899
H9 2.50 -1.10 2.59  0.2240
H10 1.11 -1.09 3.44  0.2832
H11 2.19 -2.13 0.28  0.2908
H12 0.11 -1.98 0.06  0.3121
N1 -1.00 1.22 -1.01  -0.1521
N2 -0.13 0.11 -0.68  -0.5330
N3 1.09 -0.50 1.18  0.2658
N4 0.96 -1.94 0.81  -0.7247



Model b:
Computed, not measured: a 2-piece molecular cluster, C4H12N4 overall, with ωB97M-V/def2-TZVPD.

Its SMILES is [H]/N=C/C(N)=N\[H].CNC. For the HOMO-LUMO gap, the calculation gives 0.3181 Eh. As for the total charge: 0.

Last column: Mulliken charge in e.
Atoms and positions in Å:
H1 -0.44 0.11 -2.44  0.2325
N1 0.29 0.21 -1.74  -0.6428
C1 0.13 1.21 -0.94  -0.0748
C2 1.26 1.65 -0.09  0.5163
N2 2.33 0.82 -0.11  -0.3643
N3 1.23 2.67 0.69  -0.7915
H2 0.35 3.17 0.68  0.2173
H3 -0.76 1.84 -0.91  0.2904
H4 2.40 0.20 -0.89  0.2464
H5 3.17 1.13 0.36  0.2461
C3 -2.09 -0.87 0.84  -0.8509
N4 -0.67 -1.05 1.11  -0.3808
C4 -0.05 -1.98 0.22  -0.6332
H6 -2.31 -0.61 -0.21  0.2756
H7 -2.46 -0.06 1.48  0.3227
H8 -2.61 -1.79 1.09  0.3217
H9 -0.20 -0.14 1.01  0.2457
H10 -0.63 -2.90 0.13  0.3370
H11 0.12 -1.39 -0.83  0.2312
H12 0.95 -2.22 0.56  0.2554



Relative energies, unit eV: model a 10.821; model b 0.000



Model a:
Computed, not measured: a single C2H6N2OS molecule, with ωB97M-V/def2-TZVPD.

Its SMILES is C/C(=N/S)NO. For the HOMO-LUMO gap, the calculation gives 0.3383 Eh. As for the total charge: 0.

Last column: Mulliken charge in e.
Atoms and positions in Å:
C1 -1.06 0.67 1.14  -1.1603
C2 -0.03 0.21 0.17  0.7856
N1 0.73 1.05 -0.38  -0.4713
S1 1.93 0.48 -1.32  -0.1420
N2 0.04 -1.18 -0.01  -0.3459
O1 -0.09 -1.45 -1.43  -0.4305
H1 -2.05 0.46 0.77  0.3215
H2 -0.96 0.15 2.11  0.3264
H3 -0.96 1.75 1.29  0.3202
H4 2.70 1.53 -1.10  0.1415
H5 -0.82 -1.52 0.39  0.3215
H6 0.56 -2.15 -1.63  0.3333



Model b:
Computed, not measured: a 2-piece molecular cluster, C2H6N2OS overall, with ωB97M-V/def2-TZVPD.

Its SMILES is C=[NH+][O-].C=NS. For the HOMO-LUMO gap, the calculation gives 0.3490 Eh. As for the total charge: 0.

Last column: Mulliken charge in e.
Atoms and positions in Å:
C1 -1.54 0.58 -0.32  -0.4805
N1 -0.90 -0.46 -0.71  0.2702
O1 -0.61 -1.41 -0.02  -0.6029
H1 -1.71 1.35 -0.94  0.3289
H2 -1.81 0.72 0.76  0.2551
H3 -0.45 -0.41 -1.62  0.2296
C2 1.98 0.62 -1.69  -0.2041
N2 1.55 0.13 -0.58  -0.2080
S1 2.36 0.15 0.86  -0.1639
H4 1.40 0.42 -2.58  0.1924
H5 2.96 1.25 -1.70  0.1950
H6 1.50 -0.92 1.36  0.1882



Relative energies, unit eV: model a 0.000; model b 2.257